Formula: C40H34Cl3FN6O9SSn
Source: the Open Molecules 2025 dataset
Level of theory: ωB97M-V/def2-TZVPD

- ΔE to the lowest compared entry with this formula, charge and spin (kcal/mol) = 535.28
- orbital gap (alpha / beta) (eV) = 5.49 / 4.72
- F_max (eV Å⁻¹) = 4.811
- net charge = 0
- LUMO level (alpha / beta) (hartree) = -0.068 / -0.096

Last column: Mulliken charge in e.
Element x y z (Å)
Sn1 -3.146 0.696 -3.933  1.149
O1 -2.091 6.977 -4.617  -0.546
C1 -2.232 5.631 -4.545  1.236
C2 -1.137 4.774 -4.550  -0.230
C3 -1.354 3.414 -4.459  -0.123
N1 -2.597 2.933 -4.352  -0.201
C4 -3.650 3.749 -4.402  -0.001
C5 -3.521 5.116 -4.495  -0.627
C6 -4.989 3.027 -4.483  0.409
O2 -6.015 3.675 -4.496  -0.659
O3 -4.874 1.743 -4.572  -0.643
C7 -0.192 2.420 -4.585  0.306
O4 0.938 2.906 -4.418  -0.774
O5 -0.531 1.245 -4.852  -0.761
H1 -1.153 7.192 -4.662  0.298
H2 -0.118 5.132 -4.629  0.444
H3 -4.398 5.744 -4.541  0.540
F1 -0.333 1.481 2.937  -0.396
C8 -1.195 0.541 2.556  0.419
C9 -1.744 0.559 1.319  -0.059
C10 -2.649 -0.456 0.986  0.172
C11 -3.080 -0.613 -0.428  0.898
O6 -2.300 -0.301 -1.311  -0.548
C12 -4.407 -1.160 -0.574  -0.338
C13 -4.890 -1.905 0.446  -0.426
N2 -4.259 -2.114 1.653  0.284
C14 -4.772 -3.108 2.557  -0.199
C15 -5.014 -4.479 2.007  -0.894
C16 -3.875 -4.247 2.952  -0.469
C17 -3.170 -1.324 1.984  0.159
C18 -2.529 -1.398 3.202  -0.779
C19 -1.391 -0.573 3.467  -0.813
N3 -0.217 -1.135 3.793  -0.469
C20 1.239 -1.946 5.775  -0.810
C21 2.235 -2.988 6.299  -0.470
N4 3.008 -3.730 5.202  -0.424
C22 2.126 -4.352 4.099  -0.696
C23 1.120 -3.337 3.608  -0.929
C24 -5.281 -0.972 -1.811  0.102
O7 -6.277 -1.682 -1.901  -0.725
O8 -4.894 -0.050 -2.592  -0.512
H4 -1.477 1.312 0.586  0.660
H5 -5.839 -2.409 0.307  0.639
H6 -5.473 -2.732 3.294  0.338
H7 -4.775 -4.635 0.964  0.314
H8 -5.880 -5.018 2.360  0.278
H9 -2.872 -4.248 2.546  0.240
H10 -3.958 -4.619 3.964  0.298
H11 -2.817 -2.137 3.936  0.686
H12 0.613 -1.432 6.492  0.503
H13 2.536 -2.098 4.277  0.376
H14 1.681 -3.778 6.812  0.376
H15 3.017 -2.579 6.937  0.383
H16 3.705 -4.366 5.580  0.349
H17 3.482 -2.978 4.698  0.371
H18 1.567 -5.106 4.658  0.374
H19 2.839 -4.816 3.413  0.355
H20 0.140 -3.737 3.213  0.447
H21 1.736 -0.404 4.458  0.168
Cl1 1.244 -1.703 4.069  0.827
C25 2.067 -0.958 2.582  0.361
C26 2.129 -1.498 1.312  -0.664
C27 2.628 -0.746 0.259  -0.372
C28 3.200 0.505 0.449  -0.045
C29 3.678 1.301 -0.757  -0.598
C30 2.930 2.625 -0.907  -1.577
N5 1.487 2.586 -0.784  0.737
C31 0.810 3.608 -0.153  -0.311
C32 -0.511 3.351 -0.332  -1.193
N6 -0.673 2.205 -1.065  -0.558
C33 0.535 1.785 -1.349  -0.032
O9 3.567 0.500 -1.907  -0.081
C34 4.782 -0.111 -2.319  -0.745
C35 4.826 -0.231 -3.806  -0.208
C36 5.854 -0.824 -4.472  0.592
Cl2 7.240 -1.543 -3.738  -0.241
S1 5.654 -0.795 -6.170  -0.217
C37 4.159 0.025 -6.004  -0.377
C38 3.841 0.263 -4.705  -0.752
C39 3.274 0.951 1.766  0.581
Cl3 4.075 2.446 2.179  -0.275
C40 2.712 0.240 2.812  -0.551
H22 1.652 -2.447 1.102  0.562
H23 2.556 -1.134 -0.748  0.528
H24 4.727 1.584 -0.610  0.657
H25 3.236 3.076 -1.856  0.285
H26 3.255 3.266 -0.093  0.561
H27 1.334 4.394 0.364  0.514
H28 -1.354 3.918 0.029  0.563
H29 0.778 0.910 -1.935  0.476
H30 4.871 -1.107 -1.866  0.424
H31 5.637 0.476 -1.964  0.432
H32 3.581 0.290 -6.874  0.488
H33 2.920 0.751 -4.413  0.673
H34 2.680 0.737 3.781  0.484


Formula: C3H4ClO2S
Source: the Open Molecules 2025 dataset
Level of theory: ωB97M-V/def2-TZVPD

- ΔE to the lowest compared entry with this formula, charge and spin (kcal/mol) = 32.87
- orbital gap (eV) = 6.87
- F_max (eV Å⁻¹) = 5.144
- net charge = -1
- LUMO level (hartree) = 0.128

Last column: natural (NBO) charge in e.
Element x y z (Å)
C1 1.757 -0.085 -0.832  -0.465
C2 0.763 -0.421 -0.025  0.072
C3 -0.351 0.192 0.813  -0.701
O1 -3.024 0.424 0.914  -1.052
O2 -1.776 0.931 -1.172  -1.058
S1 -2.001 -0.054 -0.082  1.499
Cl1 0.772 -2.235 0.083  -0.134
H1 2.430 -0.817 -1.351  0.209
H2 1.947 0.979 -1.090  0.202
H3 -0.155 1.325 1.032  0.222
H4 -0.363 -0.239 1.711  0.207


Formula: BCdH22O13P
Source: the Open Molecules 2025 dataset
Level of theory: ωB97M-V/def2-TZVPD

- ΔE to the lowest compared entry with this formula, charge and spin (kcal/mol) = 91.54
- orbital gap (eV) = 2.30
- F_max (eV Å⁻¹) = 5.906
- net charge = -2
- LUMO level (hartree) = 0.143

Last column: natural (NBO) charge in e.
Element x y z (Å)
Cd1 -0.072 -0.522 -1.855  1.680
P1 -2.533 1.050 -3.125  2.454
O1 -4.071 1.157 -3.154  -1.175
O2 -2.499 0.466 -4.543  -1.184
O3 -1.783 0.255 -1.971  -1.378
O4 -2.160 2.498 -3.209  -1.258
B1 0.364 -0.175 0.330  -1.035
H1 -0.699 -0.064 0.178  0.044
H2 0.630 -1.198 0.117  -0.011
H3 0.797 0.461 -0.427  0.010
H4 0.651 0.149 1.318  0.038
O5 2.217 -1.560 1.842  -1.012
H5 1.699 -1.147 1.151  0.493
H6 1.598 -1.690 2.561  0.482
O6 0.863 2.503 1.092  -0.990
H7 0.682 3.036 0.318  0.472
H8 0.740 1.601 0.796  0.500
O7 0.959 1.199 -2.616  -1.010
H9 1.824 1.491 -2.904  0.479
H10 0.352 1.588 -3.245  0.534
O8 3.547 1.630 2.994  -0.951
H11 2.630 1.457 2.781  0.491
H12 3.790 0.926 3.595  0.459
O9 -1.741 -1.099 2.284  -0.999
H13 -2.663 -1.003 2.046  0.483
H14 -1.261 -0.847 1.495  0.506
O10 -2.896 1.556 0.413  -0.967
H15 -2.440 1.049 -0.260  0.508
H16 -2.207 2.066 0.837  0.452
O11 0.601 -1.371 4.186  -0.966
H17 0.007 -1.721 4.849  0.470
H18 0.060 -0.772 3.671  0.504
O12 1.734 -1.468 -2.133  -1.080
H19 2.311 -1.324 -1.383  0.505
H20 2.131 -2.202 -2.603  0.475
O13 -1.072 -2.303 -1.645  -1.001
H21 -0.557 -3.057 -1.357  0.474
H22 -1.535 -2.613 -2.424  0.507


Formula: C4H6O2
Source: the Open Molecules 2025 dataset
Level of theory: ωB97M-V/def2-TZVPD

- ΔE to the lowest compared entry with this formula, charge and spin (kcal/mol) = 93.38
- orbital gap (eV) = 10.41
- F_max (eV Å⁻¹) = 3.846
- net charge = 0
- LUMO level (hartree) = 0.015

Last column: natural (NBO) charge in e.
Element x y z (Å)
C1 -1.426 0.586 0.362  -0.643
C2 -0.719 -0.635 -0.156  0.088
O1 -0.250 -0.645 -1.491  -0.458
C3 0.733 -0.716 -0.441  -0.134
C4 1.699 0.350 -0.187  0.379
O2 2.523 -0.071 0.625  -0.531
H1 -1.386 0.610 1.458  0.224
H2 -0.966 1.498 -0.028  0.215
H3 -2.481 0.575 0.066  0.223
H4 -1.169 -1.589 0.136  0.185
H5 1.634 -1.306 0.273  0.289
H6 1.808 1.344 -0.618  0.163